1.
The following is a DFT calculation (the ωB97M-V functional and the def2-TZVPD basis) of a structure of composition C2HNO2S.

Geometry as XYZ:
```
7
Properties=species:S:1:pos:R:3:lowdin_charge:R:1
C 0.40243 -0.04101 1.70425 -0.228
C -0.56146 0.48274 0.93556 -0.148
N 1.16466 -0.32456 2.53683 0.199
O -1.16449 0.71438 -0.05130 -0.064
O 0.64306 -0.94711 -0.95405 -0.613
S -0.50439 -0.48823 -1.73051 0.897
H 0.02019 0.60380 -2.44078 -0.042
```

**HOMO energy (alpha / beta)**: -8.2 / -8.2 eV
**Strongest force on any atom**: 0.0362 Eh/bohr
**Energy relative to the best compared isomer or geometry (same formula, charge and spin)**: 5.710 eV
**Gap between HOMO and LUMO (alpha / beta)**: 6.78 / 6.76 eV
**E_tot**: -680.0502 hartree


2.
The following is a DFT calculation (the ωB97M-V functional and the def2-TZVPD basis) of a structure of composition C24H19Cl2F3INO5STeTi.

Geometry as XYZ:
```
58
Properties=species:S:1:pos:R:3:lowdin_charge:R:1
Ti 0.95449 -0.51455 0.84267 0.688
O 4.42997 0.97985 1.83931 0.174
C 3.28070 0.71412 1.69896 -0.516
O 2.71513 0.04718 0.69074 -0.268
C 2.17675 1.06485 2.74180 -0.456
O 2.30061 1.79879 3.66637 0.176
O 1.04172 0.40560 2.42351 -0.207
Te 2.51224 -2.61242 1.81822 1.057
C 1.36619 -4.35267 2.11685 -0.977
C 1.65207 -5.32473 3.03524 -0.262
C 0.73874 -6.41811 3.01957 -0.198
C -0.24102 -6.26834 2.09125 -0.418
S -0.04088 -4.79919 1.22675 0.920
H 2.50148 -5.26266 3.70095 0.096
H 0.81354 -7.27378 3.67494 0.101
H -1.05700 -6.93283 1.85814 0.062
F 2.50229 4.67041 -6.92047 0.137
C 1.48156 4.99772 -6.11340 -0.585
F 1.71991 6.24143 -5.65406 0.138
F 0.37862 5.08263 -6.88582 0.137
C 1.29728 4.01869 -4.98944 -0.124
C 0.35036 4.30184 -4.01188 -0.007
C 0.16472 3.42590 -2.96070 -0.011
C 0.92569 2.25628 -2.87497 -0.233
C 1.86397 1.97742 -3.86774 -0.004
C 2.05007 2.85744 -4.92183 0.000
C 0.75472 1.36090 -1.77078 -0.090
C 0.58384 0.58838 -0.84828 -0.147
H -0.23728 5.20842 -4.07663 0.125
H -0.56738 3.63835 -2.19292 0.114
H 2.44813 1.06984 -3.80293 0.123
H 2.78073 2.64061 -5.68795 0.121
I -2.83970 -0.19703 -1.08808 0.975
C -2.44565 1.35043 0.27259 -0.755
C -3.14861 2.53549 0.10531 -0.139
C -2.93610 3.54895 1.02398 -0.059
C -2.04690 3.33389 2.06494 -0.044
C -1.38740 2.11930 2.12639 -0.112
N -1.57077 1.13546 1.23856 0.018
H -3.83677 2.65277 -0.71883 0.090
H -3.46150 4.49009 0.92662 0.113
H -1.85439 4.09080 2.81167 0.110
H -0.66032 1.92150 2.90368 0.104
Cl -0.95308 -2.43697 -3.51413 0.518
C -0.51940 -3.23823 -2.00530 -0.981
Cl 0.88634 -2.50578 -1.19755 0.557
H -0.23956 -4.26330 -2.21466 0.032
H -1.35677 -3.17999 -1.31932 -0.003
C -2.59726 -2.45608 2.32454 0.001
C -1.22312 -1.92064 2.50853 -0.444
C -0.65501 -1.80911 3.87209 0.021
O -0.56551 -1.59542 1.51543 -0.201
H -3.28755 -1.89670 2.95922 0.106
H -2.60453 -3.49301 2.67164 0.099
H -2.90515 -2.40404 1.28412 0.052
H -1.39138 -2.04439 4.63548 0.097
H -0.22921 -0.81629 4.02057 0.096
H 0.18734 -2.50906 3.92704 0.083
```

**HOMO energy**: -7.6 eV
**Strongest force on any atom**: 0.0167 Eh/bohr
**Energy relative to the best compared isomer or geometry (same formula, charge and spin)**: 0.741 eV
**Gap between HOMO and LUMO**: 6.57 eV
**E_tot**: -4390.3164 hartree


3.
The following is a DFT calculation (the ωB97M-V functional and the def2-TZVPD basis) of the ion C4H11N2O with charge -1.

Geometry as XYZ:
```
18
Properties=species:S:1:pos:R:3:lowdin_charge:R:1
C -2.00855 -1.10237 0.54409 -0.105
C -0.93640 -0.02708 0.20024 -0.448
N -1.19739 0.40282 -1.19294 0.005
C 0.46763 -0.60838 0.34399 -0.269
N 1.45465 0.36314 0.80243 -0.086
C 2.05526 1.14681 -0.40253 -0.556
O 1.20857 1.63291 -1.26346 -0.285
H -2.13308 -1.70955 -0.34890 0.054
H -1.74129 -1.71691 1.39382 0.048
H -2.96423 -0.59084 0.66308 0.054
H -1.09244 0.76412 0.92785 0.118
H -1.72744 1.26812 -1.14845 0.050
H -0.26974 0.71693 -1.52012 0.012
H 0.43548 -1.38450 1.11098 0.089
H 0.75121 -1.17062 -0.56209 0.117
H 2.23141 -0.18939 1.15561 0.061
H 2.74131 0.35819 -0.85782 0.072
H 2.72505 1.84659 0.15423 0.069
```

**HOMO energy**: -2.9 eV
**Strongest force on any atom**: 0.0307 Eh/bohr
**Energy relative to the best compared isomer or geometry (same formula, charge and spin)**: 0.836 eV
**SMILES**: C[C@H](N)CNC[O-]
**Gap between HOMO and LUMO**: 7.13 eV
**Charge**: -1
**E_tot**: -343.7404 hartree


4.
The following is a DFT calculation (the ωB97M-V functional and the def2-TZVPD basis) of a cluster of 3 separate species, C17H38N2O4PS3 in total.

Geometry as XYZ:
```
65
Properties=species:S:1:pos:R:3:lowdin_charge:R:1
C -4.48343 0.29667 -2.16291 -0.139
C -4.06087 -0.71799 -3.42372 -0.222
C -3.36826 0.16338 -4.59891 -0.196
C -1.91734 -0.32180 -5.14654 -0.216
N -1.22118 -1.40647 -4.37530 -0.081
C -0.20556 -0.90229 -3.38020 -0.555
P 0.55528 -2.50575 -2.57188 0.386
S -0.87228 -3.34982 -1.55099 0.173
C -0.87407 -0.08061 -2.09256 -0.158
C -0.99423 1.53640 -2.33287 -0.134
C 0.10903 2.15079 -3.39719 -0.135
N 1.33291 1.26225 -3.47495 -0.001
C 1.08606 -0.11757 -4.04666 -0.121
H -4.30613 1.42724 -2.40532 0.060
H -5.61985 0.10008 -1.87215 0.089
H -3.86016 0.05636 -1.17493 0.075
H -5.07526 -1.14645 -3.83971 0.115
H -3.41307 -1.55824 -2.93955 0.085
H -3.27119 1.32020 -4.31994 0.097
H -4.11713 0.14990 -5.52884 0.127
H -2.08812 -0.74883 -6.24876 0.142
H -1.26502 0.66367 -5.31545 0.099
H -0.84563 -2.17538 -4.98864 0.120
H 1.74863 -2.21134 -1.79766 0.006
H 0.86801 -3.41922 -3.67792 0.007
H -1.85571 -0.60404 -1.72132 0.082
H -0.08331 -0.22333 -1.20936 0.116
H -0.73786 2.04447 -1.28335 0.137
H -2.10634 1.89102 -2.56903 0.109
H -0.35420 2.44137 -4.43947 0.145
H 0.48105 3.17941 -2.91953 0.158
H 1.72511 1.21500 -2.48704 0.205
H 2.03719 1.76681 -4.06935 0.191
H 0.96533 -0.03473 -5.23129 0.164
H 2.08736 -0.73895 -3.87666 0.135
C -0.20662 -2.99520 4.41864 -0.220
C -0.60532 -3.45953 3.01862 -0.214
C 0.34807 -2.79571 2.02642 -0.249
S 1.87341 -2.51238 2.91226 0.677
O 2.07879 -1.08412 3.03075 -0.335
O 2.89527 -3.40294 2.39928 -0.325
C 1.30711 -3.13358 4.48358 -0.230
H -0.69793 -3.58554 5.19758 0.122
H -0.49418 -1.94598 4.55602 0.123
H -0.50498 -4.54978 2.95362 0.123
H -1.64691 -3.21182 2.79143 0.120
H 0.54280 -3.43841 1.16413 0.065
H -0.03384 -1.82760 1.69089 0.100
H 1.75648 -2.56012 5.29610 0.111
H 1.60382 -4.18428 4.55460 0.114
C 3.04512 3.85169 5.13899 -0.225
C 3.59201 2.56206 4.52876 -0.216
C 2.39801 1.66590 4.20422 -0.240
S 1.01968 2.76087 3.89942 0.668
O 0.03109 2.55689 4.93730 -0.320
O 0.68362 2.72360 2.49012 -0.354
C 1.89258 4.27641 4.24120 -0.239
H 3.81271 4.62850 5.20214 0.119
H 2.67815 3.65414 6.15326 0.124
H 4.13779 2.79758 3.60703 0.118
H 4.29092 2.05924 5.20448 0.120
H 2.58180 1.05717 3.31529 0.074
H 2.13914 1.02238 5.04952 0.109
H 1.22180 4.99549 4.71444 0.111
H 2.25986 4.67284 3.28989 0.107
```

**HOMO energy**: -11.5 eV
**Strongest force on any atom**: 0.0616 Eh/bohr
**Gap between HOMO and LUMO**: 8.08 eV
**Charge**: +1
**E_tot**: -2616.4931 hartree


5.
The following is a DFT calculation (the ωB97M-V functional and the def2-TZVPD basis) of an isolated molecule of C12H9N5O7.

Geometry as XYZ:
```
33
Properties=species:S:1:pos:R:3:lowdin_charge:R:1
O -5.52600 -1.01627 -0.58304 0.052
N -4.79011 -1.04375 0.41844 -0.327
O -5.03229 -1.80176 1.39664 0.007
C -3.53573 -0.26209 0.50385 -0.092
C -2.66021 -0.60282 1.55345 0.081
C -1.38042 -0.05067 1.64356 -0.120
N -0.68931 -0.05101 2.88966 -0.337
O -1.18801 -0.66427 3.86454 0.029
O 0.34237 0.66580 2.99683 -0.012
C -0.70980 0.92470 0.67171 -0.122
C -1.71512 1.17573 -0.37564 -0.087
N -1.63404 2.28103 -1.15065 -0.185
O -0.74165 3.08753 -1.33774 0.057
O -2.95104 2.52116 -1.64106 0.023
N -3.82873 1.54108 -1.25160 0.147
C -3.06409 0.71171 -0.45302 -0.134
H -3.04578 -1.22638 2.36863 0.138
H -0.41508 1.89770 1.21416 0.180
C 4.67434 -1.62026 -2.25719 -0.005
O 4.45850 -0.61572 -1.17406 -0.052
C 3.22869 -0.38703 -0.69457 -0.245
C 3.07799 0.69702 0.21333 0.076
C 1.79762 1.04137 0.63803 0.017
N 0.64539 0.44672 0.16491 0.025
C 0.82544 -0.68737 -0.57317 0.024
C 2.06934 -1.12885 -1.03961 0.043
H 5.72358 -1.50296 -2.56914 0.098
H 4.51677 -2.64978 -1.87368 0.102
H 4.00835 -1.42444 -3.12316 0.103
H 3.88821 1.27426 0.60506 0.126
H 1.61974 1.77033 1.37883 0.117
H -0.07746 -1.26726 -0.76844 0.153
H 2.10853 -2.03348 -1.65588 0.122
```

**HOMO energy**: -8.0 eV
**Strongest force on any atom**: 0.0723 Eh/bohr
**Gap between HOMO and LUMO**: 6.78 eV
**E_tot**: -1262.7381 hartree


6.
The following is a DFT calculation (the ωB97M-V functional and the def2-TZVPD basis) of an isolated molecule of C3H8N2O2.

Geometry as XYZ:
```
15
Properties=species:S:1:pos:R:3:lowdin_charge:R:1
H -0.26403 -2.72698 -0.48033 0.064
N -0.25833 -2.08451 0.32932 0.150
C -0.05605 -0.81265 0.12264 -0.363
N -0.73317 0.11282 1.04819 -0.053
O 0.14941 0.79796 1.89607 -0.047
C 0.46146 0.07072 -0.96509 -0.418
C -0.54625 0.31213 -2.02118 -0.073
O 1.04772 1.27087 -0.29892 -0.128
H -1.49104 -0.55346 1.49969 0.172
H -0.09235 1.64880 1.51174 0.113
H 1.21731 -0.64267 -1.49182 0.157
H -0.12224 1.11822 -2.67246 0.094
H -1.52587 0.50491 -1.57237 0.079
H -0.63678 -0.54831 -2.84108 0.125
H 1.12347 1.02959 0.80869 0.129
```

**HOMO energy**: -9.9 eV
**Strongest force on any atom**: 0.1030 Eh/bohr
**Energy relative to the best compared isomer or geometry (same formula, charge and spin)**: 5.509 eV
**SMILES**: [H]/N=C(/NO)[C@@H](C)O
**Gap between HOMO and LUMO**: 10.52 eV
**E_tot**: -378.9385 hartree